Record 1
137
Properties=species:S:1:pos:R:3:forces:R:3:mulliken_charge:R:1 method="wB97M-V/def2-TZVPD" e_homo_ev=-6.4261 orbital_gap_ev=5.6 multiplicity=1 charge=0 relative_energy_kj_mol=0.0 e_lumo_ev=-0.8759
Hf 16.3185 14.3446 8.5294 -2.757 0.308 0.811 2.69
C 13.4521 17.0195 11.5083 0.499 -1.126 -0.211 -1.75
C 12.6426 15.7438 11.1237 1.572 -0.155 -0.013 1.95
C 11.2342 16.1385 11.6037 -0.818 -0.288 0.514 -1.77
C 10.1238 15.1943 11.1246 1.796 0.326 -0.764 -0.75
C 10.2881 15.0056 9.5585 -1.728 0.903 1.577 -1.60
C 11.6544 14.6393 8.9783 0.245 -1.049 0.488 2.30
N 12.7217 15.4329 9.6668 0.390 0.963 -1.422 -0.28
O 14.0735 15.1864 9.1012 0.968 -0.746 0.201 0.69
C 11.6394 14.9169 7.4705 0.929 0.831 0.586 -1.92
C 11.8556 13.1632 9.1557 0.851 -1.005 0.540 -1.31
C 13.2478 14.5559 11.8975 0.034 -0.899 1.107 -1.47
H 14.5112 16.9277 11.2677 -0.064 0.036 -0.399 -0.28
H 13.4436 17.0211 12.5983 -0.272 0.463 0.103 0.51
H 13.0038 17.9152 11.0783 0.199 -0.014 0.036 0.53
H 11.0474 17.2071 11.4972 -0.160 0.025 -1.201 0.53
H 11.2429 16.1618 12.6934 0.342 -0.660 0.337 0.46
H 9.1139 15.4648 11.4328 0.007 0.446 -0.376 0.48
H 10.3129 14.2890 11.7016 -0.007 -0.568 -0.489 0.33
H 9.9171 15.8958 9.0505 0.304 0.613 0.259 0.46
H 9.4406 14.3491 9.3615 0.612 -0.934 -0.771 0.36
H 10.7750 14.5178 6.9398 -0.286 0.363 0.313 0.43
H 12.5147 14.5158 6.9596 0.199 -0.103 0.281 -0.17
H 11.7674 15.9990 7.5008 -0.484 0.239 -0.974 0.53
H 11.9385 12.9266 10.2165 -0.358 -0.283 0.011 0.29
H 12.8119 12.8604 8.7291 0.131 0.072 -0.182 -0.42
H 11.0744 12.5730 8.6767 -0.136 0.017 0.078 0.53
H 13.4885 14.7137 12.9488 -0.259 0.789 0.239 0.62
H 14.2019 14.1544 11.5560 -0.004 0.489 -0.818 -0.23
H 12.6121 13.6744 11.9804 -0.450 0.043 -0.394 0.28
C 18.0102 19.0790 7.7057 -0.831 0.736 0.528 -1.76
C 16.5014 18.4880 7.8668 2.166 -1.027 -0.804 2.37
C 15.3700 19.5113 7.7250 -0.268 0.090 -0.861 -1.39
C 14.9940 19.9154 6.2686 0.643 -0.322 1.280 -0.88
C 14.5713 18.6924 5.4950 0.418 0.678 0.550 -1.30
C 15.6528 17.5831 5.5234 1.065 -0.830 0.505 1.65
N 16.2129 17.3346 6.8880 -1.166 -0.050 1.989 -0.04
O 17.0844 16.1600 7.0034 -1.732 -0.314 1.621 0.29
C 16.8535 18.0012 4.6266 -1.410 0.973 -0.346 -1.09
C 14.9346 16.3577 4.9610 -0.221 -0.793 -0.599 -1.72
C 16.5187 17.9775 9.3280 -1.086 -1.186 -0.485 -1.11
H 18.8032 18.3512 7.5339 -0.494 -0.356 -0.519 0.21
H 18.3307 19.5353 8.6423 -0.355 -0.139 0.593 0.55
H 18.1545 19.9553 7.0737 -0.323 -0.316 -0.836 0.42
H 15.5606 20.4322 8.2762 0.364 -0.112 0.246 0.47
H 14.4928 19.0492 8.1778 -0.147 -0.070 0.091 0.21
H 15.8751 20.3848 5.8310 -0.113 0.264 -0.224 0.35
H 14.1672 20.6228 6.3332 0.131 0.220 -0.171 0.50
H 14.3409 18.9935 4.4730 0.305 -0.286 -0.290 0.49
H 13.5997 18.4103 5.9006 0.146 -0.728 0.223 0.30
H 17.3031 18.8789 5.0910 0.424 -0.275 0.077 0.43
H 16.3873 18.4129 3.7316 0.318 -0.227 -0.613 0.45
H 17.5917 17.2423 4.3672 -0.258 -0.015 0.324 -0.43
H 14.2220 15.8125 5.5798 0.324 0.313 0.925 0.02
H 15.5844 15.5911 4.5389 0.301 0.093 0.048 0.08
H 14.2597 16.6733 4.1654 0.285 0.252 -0.448 0.50
H 17.3709 17.3367 9.5543 0.464 0.516 0.083 -0.26
H 15.6869 17.2967 9.5088 -0.473 -0.110 -0.366 -0.72
H 16.3248 18.7515 10.0706 0.640 0.297 -0.132 0.59
C 18.5589 15.6169 12.2261 -0.766 0.164 -0.813 -1.27
C 17.4301 14.4927 12.1319 1.812 2.098 -0.288 0.11
C 16.4821 14.8564 13.2841 -1.029 -0.972 -0.084 -1.34
O 16.9522 14.4065 10.7984 -0.943 0.465 -2.339 -0.34
H 18.1643 16.6006 11.9717 -0.716 0.073 -0.134 0.24
H 19.3378 15.5261 11.4690 0.264 -0.548 0.378 0.10
H 18.9366 15.7991 13.2321 0.350 -0.641 0.012 0.50
H 17.9403 13.5709 12.4113 -0.121 -0.406 -0.170 0.21
H 17.0112 15.1369 14.1948 0.387 0.187 -0.245 0.51
H 15.9258 13.9739 13.6001 -0.321 -0.125 -0.197 0.26
H 15.7406 15.6263 13.0703 0.221 0.127 -0.300 0.16
C 15.8491 12.3624 4.7004 2.315 0.071 -2.398 -0.92
C 14.8628 12.4526 5.7109 -2.684 0.679 1.488 0.51
C 14.0692 11.1574 5.6541 -0.518 -1.128 0.951 -1.39
O 15.3816 12.8704 6.9265 1.219 1.442 3.025 1.00
H 16.3746 13.3133 4.6128 0.153 -0.111 -0.238 -0.54
H 15.3415 12.1161 3.7677 0.356 0.125 -0.304 0.68
H 16.5401 11.5519 4.9322 0.365 -0.047 -0.087 0.07
H 14.1023 13.1476 5.3550 -0.165 0.802 0.080 -0.07
H 13.8013 10.9147 4.6258 0.004 0.209 -0.067 0.47
H 13.1369 11.1447 6.2187 -0.127 0.415 0.140 0.33
H 14.6035 10.2828 6.0253 0.486 -0.095 0.048 -0.06
C 18.3232 7.5116 6.9532 0.050 0.265 0.037 -0.67
C 17.2998 8.4496 6.6568 1.768 0.587 1.419 -0.95
C 17.2981 9.6599 7.3925 1.459 -0.899 1.470 0.70
C 18.2693 9.8096 8.4676 -1.350 -0.169 -1.917 -0.31
C 19.2597 8.8319 8.7165 -1.041 1.919 0.862 -0.69
C 19.2918 7.6958 7.9654 -0.995 -0.097 -1.209 -0.53
N 18.2119 11.0537 9.3184 0.177 0.345 0.237 0.40
O 17.6668 12.0849 8.9075 0.384 -1.448 -0.466 0.62
O 18.7334 10.9760 10.4155 -0.364 -0.060 -0.610 -0.60
H 18.4399 6.6096 6.3709 -0.335 -0.091 -0.177 0.39
H 16.5952 8.3063 5.8510 -0.011 -0.122 0.030 0.51
H 16.5552 10.4171 7.1896 0.085 0.324 0.167 0.19
H 19.9489 8.9896 9.5329 0.075 0.102 -0.017 0.53
H 20.0830 6.9831 8.1452 -0.130 -0.202 -0.143 0.44
C 22.7185 17.1424 10.5717 -0.594 0.042 0.363 -0.55
C 22.9806 15.8158 10.7712 0.282 -1.029 -0.390 -0.50
C 22.1139 14.8237 10.3068 -1.110 -0.067 -0.690 -0.55
C 20.9852 15.2044 9.5651 0.785 1.937 0.186 -0.57
C 20.7224 16.5937 9.3478 -0.491 -1.957 0.356 0.72
C 21.5058 17.5155 9.9854 1.070 0.795 -0.638 -0.55
N 19.9860 14.2291 9.0865 3.135 -1.741 2.317 0.96
O 18.9722 14.6137 8.6634 -4.147 2.715 -1.992 -0.07
O 20.2014 13.0557 9.2675 1.181 -0.713 0.091 -0.67
H 23.4595 17.8489 10.9154 -0.245 0.322 0.037 0.41
H 23.9178 15.5294 11.2250 -0.038 -0.141 0.175 0.39
H 22.2708 13.7700 10.4838 0.149 -0.006 0.064 0.47
H 19.8811 16.8802 8.7342 -0.188 0.021 0.150 -0.21
H 21.2892 18.5690 9.8870 -0.143 0.065 -0.100 0.44
C 13.5355 7.7193 9.3651 0.293 0.294 -0.829 -0.72
C 13.6367 8.8033 8.5048 -0.717 1.289 0.812 -0.73
C 14.0452 10.0463 9.0032 0.853 -0.519 -0.584 1.18
C 14.5535 10.1554 10.2911 -0.748 -0.316 -0.787 -0.14
C 14.4598 9.0762 11.1677 1.062 -0.301 -0.803 -0.76
C 14.0146 7.8563 10.6530 0.163 0.130 0.766 -0.50
N 15.0775 11.4525 10.7411 -1.009 0.974 -0.777 0.35
O 15.3471 12.3248 9.8885 -0.649 -1.716 1.202 0.78
O 15.0443 11.6032 11.9364 0.745 0.658 0.111 -0.60
H 13.1378 6.7886 8.9882 0.125 -0.196 0.155 0.44
H 13.2761 8.8606 7.4884 -0.061 -0.650 -0.107 0.41
H 14.0614 10.8521 8.2843 0.182 0.443 0.344 -0.60
H 14.9515 9.1088 12.1288 -0.293 0.145 0.156 0.50
H 14.1245 6.9821 11.2776 -0.321 -0.046 0.158 0.38
C 19.7899 14.2126 1.6287 -1.149 -1.279 1.169 -0.50
C 19.3749 15.1572 2.5665 0.630 -0.983 0.250 -0.63
C 19.0954 14.7743 3.8964 0.011 -0.373 0.132 0.42
C 19.2372 13.4371 4.2952 -0.513 -0.150 -1.643 -0.08
C 19.5799 12.4685 3.3228 0.315 0.269 1.427 -0.71
C 19.8535 12.8351 2.0419 0.098 1.703 -1.265 -0.49
N 18.8015 12.9367 5.6302 0.564 1.533 -0.202 1.09
O 18.1568 13.7227 6.3039 0.038 -0.241 -0.155 -0.19
O 19.1683 11.8432 5.9758 -0.091 -0.523 0.056 -0.65
H 19.8179 14.5216 0.5942 0.529 -0.212 -0.100 0.37
H 19.3174 16.1860 2.2431 -0.261 0.123 0.272 0.41
H 18.7278 15.5194 4.5864 0.012 -0.091 0.296 -0.05
H 19.7115 11.4270 3.5765 -0.298 -0.003 0.312 0.44
H 20.0839 12.0335 1.3557 0.114 0.188 -0.289 0.37

=====

Record 2
158
Properties=species:S:1:pos:R:3:forces:R:3:lowdin_spin:R:1 method="wB97M-V/def2-TZVPD" e_homo_ev="-10.7917 / -10.8185" orbital_gap_ev="9.1 / 8.9" multiplicity=3 charge=+1 e_lumo_ev="-1.6907 / -1.9437"
Pt -9.1682 12.2265 26.1165 -0.138 2.707 1.101 1.67
F -9.7612 13.3994 27.8640 0.150 -0.485 -0.390 0.11
C -14.5644 15.6577 30.0738 0.791 0.287 1.472 0.00
C -13.1520 16.2958 29.9832 -1.281 0.626 -2.748 0.00
C -12.5612 16.0948 28.5534 0.970 -0.598 0.513 0.00
O -12.0415 17.3744 28.2008 0.513 -0.289 -0.574 0.00
C -12.5877 18.3341 28.9549 0.097 1.398 -0.116 0.00
O -12.4875 19.5240 28.7146 -0.376 -2.527 0.928 0.00
O -13.2243 17.7405 29.9983 -0.498 0.783 0.583 0.00
H -15.0057 15.9837 31.0156 -0.093 -0.057 0.100 0.00
H -14.4352 14.5795 30.1680 -0.039 -0.126 -0.160 0.00
H -15.3112 15.8816 29.3121 0.593 0.246 -0.373 0.00
H -12.4579 15.9931 30.7673 -0.249 -0.163 -0.013 0.00
H -13.1788 15.7767 27.7135 -0.640 0.181 0.575 0.00
H -11.7758 15.3402 28.5956 0.428 0.211 -0.190 0.00
C -4.9526 16.7820 24.3519 0.846 0.262 -0.092 0.00
C -4.7005 15.4872 25.1272 0.650 1.447 -1.469 0.00
C -4.7286 15.6720 26.6288 0.396 0.945 -1.023 0.00
O -5.7890 14.8362 27.0010 -0.653 -0.585 1.925 0.00
C -6.3345 14.1966 25.9865 -0.776 -1.949 -0.674 0.01
O -7.1765 13.3055 26.0816 2.143 2.541 -0.194 0.04
O -5.7431 14.6014 24.8400 -1.560 -1.508 0.202 0.00
H -4.0900 17.4440 24.4267 0.202 0.003 0.318 0.00
H -5.7917 17.3699 24.7239 -0.220 -0.295 0.025 0.00
H -5.0233 16.6242 23.2757 -0.364 -0.297 0.033 0.00
H -3.7814 15.0169 24.7779 0.109 0.013 0.033 0.00
H -4.9892 16.7140 26.8142 0.032 -0.090 0.556 0.00
H -3.7538 15.4299 27.0521 -0.460 -0.278 0.558 0.00
C -6.5073 10.0089 31.9440 0.083 -0.441 -0.987 0.00
C -7.1593 9.4965 30.6300 1.194 0.037 1.887 0.00
C -8.6598 9.4319 30.5902 -0.461 -0.722 -0.017 0.00
O -8.9589 10.0036 29.3171 -0.170 0.186 -0.533 0.00
C -7.8622 10.5948 28.8079 -0.617 1.782 -2.856 0.00
O -7.8778 11.1906 27.7053 0.884 -2.264 4.232 0.04
O -6.8390 10.4743 29.6745 -0.332 1.287 -2.328 0.00
H -5.4917 10.3030 31.6795 0.080 -0.114 0.061 0.00
H -6.4373 9.2540 32.7272 -0.319 0.134 0.001 0.00
H -6.9997 10.9295 32.2576 -0.170 -0.294 0.280 0.00
H -6.6948 8.5851 30.2535 -0.067 -0.292 0.361 0.00
H -9.1768 9.9673 31.3865 0.085 0.217 -0.046 0.00
H -9.0199 8.4033 30.5706 -0.083 0.117 0.226 0.00
C -9.7482 14.9843 31.0728 -0.916 -1.764 -0.062 0.00
C -8.3196 14.5579 31.4034 -1.798 0.589 0.106 0.00
C -7.7617 13.3824 30.6155 -1.264 0.526 -0.246 0.00
O -6.4457 13.8203 30.2907 0.837 -0.577 -0.069 0.00
C -6.3060 15.1232 30.5188 3.064 2.712 0.625 0.00
O -5.2625 15.8183 30.3557 -4.327 -2.920 0.153 0.00
O -7.4540 15.6082 31.0793 1.732 0.806 -0.434 0.00
H -10.3591 14.1282 31.3590 -0.125 -0.509 0.169 0.00
H -9.9908 15.0220 30.0109 0.494 0.585 -0.203 0.00
H -10.2406 15.7503 31.6720 0.824 0.530 -0.123 0.00
H -8.3325 14.3658 32.4762 0.592 0.101 0.191 0.00
H -8.3209 13.2493 29.6894 -0.029 -0.087 -0.254 0.00
H -7.8465 12.4811 31.2227 0.788 0.013 -0.190 0.00
C -8.7763 6.2479 28.3920 -0.253 0.056 -0.603 0.00
C -9.3598 6.5849 26.9805 2.096 -1.092 1.531 0.00
C -10.8469 6.7598 26.9130 -0.437 -0.676 0.172 0.00
O -10.9522 8.0643 26.4397 -1.231 2.134 -0.821 0.00
C -9.7687 8.6583 26.2456 -0.062 4.361 -0.348 0.00
O -9.6105 9.8554 25.8851 -1.037 -4.983 0.666 0.00
O -8.8107 7.8631 26.6149 0.826 -0.420 -0.220 0.00
H -9.3379 5.4526 28.8821 0.144 -0.282 -0.265 0.00
H -8.8078 7.0751 29.1011 -0.305 0.325 -0.425 0.00
H -7.7207 5.9950 28.2928 -0.116 -0.262 -0.002 0.00
H -8.9470 5.8820 26.2570 -0.239 -0.127 0.025 0.00
H -11.3086 6.6347 27.8925 -0.046 0.395 0.144 0.00
H -11.4166 6.1302 26.2296 0.445 -0.282 -0.097 0.00
C -2.4436 10.0875 22.7329 -0.426 -0.128 -1.730 0.00
C -2.7983 10.2556 24.1665 2.212 -0.428 -0.432 0.00
C -2.8966 11.6877 24.6005 -0.015 -0.033 0.772 0.00
O -4.1340 11.7022 25.2768 -0.753 1.183 0.708 0.00
C -4.7278 10.5011 25.2931 -1.729 -0.326 1.605 0.00
O -5.7193 10.2493 25.9573 2.240 0.193 -1.907 0.00
O -4.0066 9.6649 24.5203 -1.412 -0.863 0.104 0.00
H -1.4271 10.3389 22.4302 0.210 0.103 0.693 0.00
H -3.0534 10.7578 22.1271 -0.308 -0.022 -0.116 0.00
H -2.6024 9.0808 22.3461 -0.123 -0.109 0.287 0.00
H -2.0047 9.8038 24.7616 -0.095 -0.379 0.149 0.00
H -2.9101 12.4414 23.8133 0.173 -0.077 0.016 0.00
H -2.1068 11.8064 25.3423 0.010 0.889 -0.187 0.00
C -10.1857 18.5753 23.4974 0.655 -1.114 0.042 0.00
C -9.9032 17.0439 23.1144 0.593 3.438 -1.008 0.00
C -8.3928 16.7509 23.2170 -1.493 0.023 -0.014 0.00
O -8.4727 15.3616 23.6902 2.264 0.447 -0.975 0.00
C -9.6628 15.1209 24.1826 0.565 -2.551 2.628 0.01
O -9.9316 14.0960 24.8368 -0.069 2.414 -1.826 0.04
O -10.4058 16.1737 24.0472 -3.090 -0.671 1.430 0.00
H -11.1818 19.0136 23.4367 -0.188 -0.702 -0.548 0.00
H -9.5075 19.1736 22.8889 -0.073 0.066 -0.141 0.00
H -9.8992 18.7714 24.5307 0.287 -0.362 0.092 0.00
H -10.3152 16.7944 22.1366 -0.046 0.019 -0.074 0.00
H -8.0196 17.4665 23.9497 0.517 -0.636 0.422 0.00
H -7.8365 16.8615 22.2862 -0.086 -0.499 0.101 0.00
C -13.0538 9.8468 23.0005 -0.683 0.256 0.144 0.00
C -11.8487 10.5588 22.4579 0.365 -0.867 1.486 0.00
C -11.5478 10.5256 21.0091 -0.889 -0.966 -0.897 0.00
O -11.3366 11.8902 20.6447 0.823 -0.179 0.371 0.00
C -11.4533 12.6745 21.7694 -1.469 1.768 -0.924 0.00
O -11.4383 13.8907 21.7524 0.645 -2.252 0.112 0.00
O -11.8506 11.9266 22.8036 0.316 0.792 0.362 0.00
H -12.9350 9.8410 24.0839 -0.070 -0.564 0.002 0.00
H -13.1455 8.8620 22.5423 0.284 -0.229 0.386 0.00
H -14.0247 10.3128 22.8318 0.134 0.457 -0.398 0.00
H -11.0089 10.0722 22.9540 0.235 0.321 0.405 0.00
H -12.3572 10.0474 20.4574 -0.411 0.743 -0.381 0.00
H -10.7602 9.7847 20.8718 0.890 0.887 -0.507 0.00
C -12.1539 12.0271 29.5832 0.607 -1.382 0.824 0.00
C -12.9078 10.7076 29.8144 0.557 0.022 -0.257 0.00
C -12.2860 9.4965 29.0776 -0.395 0.931 -1.328 0.00
O -12.0921 8.5333 30.0501 0.389 -0.965 2.170 0.00
C -12.3791 9.0353 31.2948 -0.735 -2.407 2.692 0.00
O -12.3947 8.3961 32.3537 0.688 1.516 -3.350 0.00
O -12.7633 10.2972 31.2265 -0.391 1.129 -1.380 0.00
H -11.1362 11.7063 29.8058 0.427 0.391 -0.314 0.00
H -12.3417 12.7857 30.3431 -0.598 0.111 -0.299 0.00
H -12.1484 12.3796 28.5518 -0.162 0.073 0.162 0.00
H -13.9517 10.7118 29.5008 -0.235 0.330 0.745 0.00
H -11.3551 9.6842 28.5425 0.101 0.359 0.225 0.00
H -12.9846 9.0970 28.3425 -0.076 0.029 -0.058 0.00
C -8.8924 18.4543 29.8804 0.267 -0.967 0.060 0.00
C -7.9034 17.9349 28.7763 -1.267 -0.197 4.568 0.00
C -8.4975 16.9546 27.8087 -0.787 -0.935 1.732 0.00
O -8.2101 17.5616 26.6285 0.051 0.769 -3.611 0.00
C -7.6520 18.7774 26.7815 0.942 0.543 -1.245 0.00
O -7.2504 19.4661 25.8803 -0.608 -0.578 0.274 0.00
O -7.5164 19.0461 28.0614 0.661 1.090 -0.942 0.00
H -9.9037 18.7101 29.5640 0.171 0.133 -0.669 0.00
H -8.4923 19.3131 30.4195 0.214 -0.080 -0.166 0.00
H -9.0363 17.6523 30.6045 0.167 -0.026 0.125 0.00
H -7.0513 17.5183 29.3134 0.252 0.121 -0.144 0.00
H -9.5676 16.8823 28.0031 -0.185 -0.071 -0.431 0.00
H -8.0852 15.9458 27.7894 0.125 0.022 0.340 0.00
C -15.6890 12.2923 27.1226 0.255 -0.624 -0.309 0.00
C -14.8216 12.6791 25.8926 -3.366 0.322 1.895 0.00
C -14.3179 14.1100 26.0668 -0.059 -1.617 -0.905 0.00
O -12.9400 13.8641 26.0524 2.745 0.535 0.247 0.00
C -12.5996 12.5790 25.9282 2.765 -0.878 -0.516 0.00
O -11.4559 12.0865 25.8835 -4.136 1.131 0.327 0.03
O -13.7062 11.8380 25.8123 0.466 -0.373 -0.275 0.00
H -16.5982 12.8837 27.2314 0.145 0.277 -0.263 0.00
H -15.1184 12.3856 28.0466 0.192 0.181 0.024 0.00
H -16.0212 11.2551 27.0786 0.068 -0.086 -0.193 0.00
H -15.4750 12.6642 25.0202 0.464 -0.657 -0.317 0.00
H -14.5948 14.5373 27.0306 -0.183 0.278 -0.397 0.00
H -14.6055 14.6217 25.1484 0.167 0.866 0.558 0.00
C -6.5637 13.9751 20.7559 -0.772 -0.001 0.453 0.00
C -7.2516 12.6021 20.8701 -0.170 1.873 -1.440 0.00
C -6.3654 11.4691 21.1831 0.655 0.286 -0.370 0.00
O -6.6592 11.2038 22.5476 1.605 -1.516 0.620 0.00
C -7.7097 11.8692 22.9780 -0.907 0.895 0.754 0.00
O -8.1756 11.8019 24.1063 0.869 -0.378 -3.279 0.02
O -8.1291 12.6506 21.9442 -2.209 -0.021 2.067 0.00
H -6.0403 14.2520 21.6710 0.681 -0.574 0.020 0.00
H -7.3243 14.7552 20.7874 -0.294 -0.097 -0.706 0.00
H -5.9596 14.0444 19.8513 0.076 0.109 0.181 0.00
H -7.7642 12.3713 19.9362 -0.515 0.352 0.125 0.00
H -5.3907 11.9251 21.0097 0.632 -1.107 0.555 0.00
H -6.5779 10.6357 20.5134 0.318 -0.367 0.563 0.00

=====

- Among the records above, which one has the lowest charge?
  C48H70HfN6O12